No. 1
This record from the OMol25 dataset describes C25H44Br6O11 as an isolated structure. The level of theory is ωB97M-V/def2-TZVPD.

net charge	0
LUMO	0.1	eV
E	-17250.72536	Eh

The geometry in XYZ format:
```
86
C25H44Br6O11 | the OMol25 dataset | ωB97M-V/def2-TZVPD
C 0.842 2.034 1.463
C 0.238 0.692 1.140
C -0.727 0.701 -0.072
O -0.281 -0.377 -0.890
C 0.944 -0.777 -0.485
O 1.594 -1.602 -1.037
O 1.276 -0.209 0.681
H 1.407 2.479 0.647
H 1.629 1.828 2.202
H 0.133 2.710 1.931
H -0.197 0.231 2.028
H -0.642 1.659 -0.587
H -1.751 0.504 0.229
C -0.105 -3.675 -3.029
C 0.508 -3.962 -4.384
C 1.788 -3.165 -4.687
O 2.799 -4.173 -4.846
C 2.235 -5.397 -4.823
O 2.814 -6.409 -5.031
O 0.915 -5.316 -4.506
H -0.817 -4.472 -2.796
H -0.598 -2.707 -3.009
H 0.671 -3.741 -2.264
H -0.244 -3.757 -5.151
H 2.061 -2.461 -3.903
H 1.721 -2.620 -5.631
C 0.288 5.548 -2.842
C 0.121 5.324 -1.356
O 0.348 4.250 -0.855
C -0.293 6.496 -0.518
H 0.894 6.434 -3.028
H -0.690 5.695 -3.304
H 0.760 4.668 -3.270
H 0.173 7.434 -0.825
H -0.135 6.338 0.544
H -1.367 6.676 -0.670
C -1.178 -3.509 0.556
C -2.454 -2.737 0.302
O -2.626 -1.633 0.783
C -3.535 -3.425 -0.505
H -1.107 -4.371 -0.111
H -1.149 -3.884 1.578
H -0.303 -2.896 0.350
H -3.529 -4.494 -0.307
H -3.360 -3.208 -1.561
H -4.497 -2.998 -0.225
C -2.470 1.516 5.914
C -1.842 0.806 4.742
O -0.715 0.372 4.808
C -2.674 0.674 3.492
H -3.030 2.396 5.598
H -1.700 1.769 6.638
H -3.180 0.844 6.407
H -2.425 1.496 2.817
H -3.736 0.714 3.732
H -2.448 -0.263 2.983
C -4.331 0.683 -1.299
C -4.700 0.136 -2.649
O -4.652 -1.047 -2.882
C -5.199 1.118 -3.692
H -3.927 -0.117 -0.682
H -5.237 1.067 -0.820
H -3.612 1.502 -1.356
H -5.125 0.636 -4.665
H -4.630 2.044 -3.689
H -6.253 1.306 -3.477
C 4.744 0.453 -0.249
C 5.352 1.776 0.135
O 5.286 2.236 1.244
C 6.070 2.505 -0.973
H 5.495 -0.319 -0.418
H 4.176 0.600 -1.173
H 4.053 0.087 0.508
H 6.602 3.363 -0.573
H 5.379 2.826 -1.755
H 6.781 1.833 -1.462
C 2.566 0.447 4.930
Br 3.443 -0.488 6.361
Br 3.489 0.153 3.272
Br 2.373 2.327 5.291
H 1.557 0.066 4.854
C 1.941 -3.967 3.971
Br 3.831 -3.875 3.639
Br 1.064 -2.421 3.222
Br 1.570 -4.136 5.845
H 1.541 -4.840 3.482
```

=====

No. 2
This record from the OMol25 dataset describes one molecule with the formula C3H10N2S2. The level of theory is ωB97M-V/def2-TZVPD.

net charge	0
structure (SMILES)	NC[C@@H](N)CSS
LUMO	0.6	eV
E	-1026.16356	Eh

The geometry in XYZ format:
```
17
C3H10N2S2 | the OMol25 dataset | ωB97M-V/def2-TZVPD
S -4.157 0.366 0.749
S -2.577 0.361 -0.662
C -1.192 -0.066 0.365
C 0.118 0.430 -0.322
C 1.295 -0.128 0.460
N 2.607 0.317 -0.128
N 0.126 0.028 -1.710
H -3.379 -0.460 1.481
H -1.245 0.367 1.365
H -1.118 -1.139 0.446
H 0.075 1.527 -0.241
H 1.281 0.094 1.532
H 1.242 -1.215 0.318
H 3.128 -0.555 -0.190
H 3.118 0.814 0.591
H -0.395 -0.791 -1.995
H 1.073 0.049 -2.061
```

=====

No. 3
This record from the OMol25 dataset describes C15H15N3OsP as an isolated structure. The level of theory is ωB97M-V/def2-TZVPD.

net charge	+1
multiplicity	5
LUMO (alpha / beta)	-3.4 / -4.8	eV
E	-1176.41275	Eh

The geometry in XYZ format:
```
35
C15H15N3OsP | the OMol25 dataset | ωB97M-V/def2-TZVPD
C -3.421 2.012 -1.732
C -3.376 3.459 -2.189
C -3.176 4.330 -1.098
C -3.065 3.596 0.101
C -3.182 2.097 -0.164
Os -2.367 0.498 -1.066
P -2.610 -1.260 -2.357
H -4.200 1.366 -2.154
H -3.486 3.718 -3.233
H -3.109 5.423 -1.154
H -3.822 1.563 0.560
H -2.943 4.001 1.101
H -1.416 -1.570 -3.120
H -3.570 -1.268 -3.418
H -2.866 -2.522 -1.741
N 6.058 -4.950 1.587
C 5.263 -4.096 1.484
C 4.273 -3.066 1.319
C 3.668 -2.888 0.067
C 2.693 -1.907 -0.114
C 2.325 -1.108 0.979
C 2.949 -1.248 2.226
C 3.913 -2.243 2.394
N 1.267 -0.197 0.833
C 0.822 0.743 1.774
C -0.345 1.265 1.313
N -0.632 0.630 0.081
C 0.364 -0.199 -0.192
H 3.963 -3.524 -0.768
H 2.242 -1.761 -1.096
H 2.667 -0.602 3.058
H 4.378 -2.372 3.367
H 1.341 0.922 2.696
H -1.024 2.001 1.706
H 0.425 -0.844 -1.052
```

=====

No. 4
This record from the OMol25 dataset describes C18H32Cl2IrO2Sb2Se2 as an isolated structure. The level of theory is ωB97M-V/def2-TZVPD.

net charge	+2
multiplicity	6
LUMO (alpha / beta)	-5.2 / -8.7	eV
E	-7162.91024	Eh

The geometry in XYZ format:
```
59
C18H32Cl2IrO2Sb2Se2 | the OMol25 dataset | ωB97M-V/def2-TZVPD
Ir 0.094 0.751 -1.324
Cl -0.974 -1.970 -0.515
C -0.723 -2.550 -2.169
Cl 0.083 -1.256 -3.078
H -1.682 -2.756 -2.629
H -0.085 -3.425 -2.146
C -1.058 -2.406 3.753
Sb 0.515 -1.026 3.223
C 1.871 -1.615 4.783
C -0.105 0.947 4.206
C -1.468 0.722 4.600
C -1.699 -0.006 5.793
C -2.961 -0.363 6.182
C -4.053 0.003 5.384
C -3.863 0.763 4.240
C -2.596 1.152 3.818
C -2.490 2.078 2.666
Sb -2.103 1.254 0.632
C -3.137 2.891 -0.291
C -3.744 -0.124 0.607
H -1.201 -2.413 4.830
H -0.740 -3.395 3.423
H -1.991 -2.143 3.258
H 1.327 -1.716 5.721
H 2.661 -0.874 4.882
H 2.315 -2.575 4.523
H 0.084 1.715 3.464
H 0.606 0.985 5.029
H -0.847 -0.266 6.412
H -3.118 -0.918 7.096
H -5.052 -0.291 5.676
H -4.727 1.093 3.676
H -1.735 2.847 2.820
H -3.453 2.554 2.488
H -4.126 2.989 0.154
H -3.238 2.699 -1.358
H -2.578 3.815 -0.151
H -4.649 0.424 0.867
H -3.590 -0.930 1.322
H -3.853 -0.543 -0.392
O 2.508 1.065 -3.015
C 3.120 2.353 -3.061
C 2.841 3.181 -1.795
C 3.833 4.365 -1.827
O 3.614 5.135 -0.662
C 3.172 2.411 -0.506
Se 2.028 0.974 0.163
C 1.440 3.836 -1.747
Se -0.144 2.893 -2.411
H 2.785 0.571 -3.797
H 2.759 2.910 -3.933
H 4.200 2.219 -3.163
H 3.655 4.960 -2.730
H 4.861 3.986 -1.867
H 4.211 5.890 -0.653
H 3.201 3.124 0.318
H 4.166 1.969 -0.589
H 1.462 4.750 -2.340
H 1.210 4.121 -0.721
```

=====

- Among the records above, which one has the highest net charge?
  C18H32Cl2IrO2Sb2Se2

=====

Repeat the fourth record exactly.
This record from the OMol25 dataset describes C18H32Cl2IrO2Sb2Se2 as an isolated structure. The level of theory is ωB97M-V/def2-TZVPD.

net charge	+2
multiplicity	6
LUMO (alpha / beta)	-5.2 / -8.7	eV
E	-7162.91024	Eh

The geometry in XYZ format:
```
59
C18H32Cl2IrO2Sb2Se2 | the OMol25 dataset | ωB97M-V/def2-TZVPD
Ir 0.094 0.751 -1.324
Cl -0.974 -1.970 -0.515
C -0.723 -2.550 -2.169
Cl 0.083 -1.256 -3.078
H -1.682 -2.756 -2.629
H -0.085 -3.425 -2.146
C -1.058 -2.406 3.753
Sb 0.515 -1.026 3.223
C 1.871 -1.615 4.783
C -0.105 0.947 4.206
C -1.468 0.722 4.600
C -1.699 -0.006 5.793
C -2.961 -0.363 6.182
C -4.053 0.003 5.384
C -3.863 0.763 4.240
C -2.596 1.152 3.818
C -2.490 2.078 2.666
Sb -2.103 1.254 0.632
C -3.137 2.891 -0.291
C -3.744 -0.124 0.607
H -1.201 -2.413 4.830
H -0.740 -3.395 3.423
H -1.991 -2.143 3.258
H 1.327 -1.716 5.721
H 2.661 -0.874 4.882
H 2.315 -2.575 4.523
H 0.084 1.715 3.464
H 0.606 0.985 5.029
H -0.847 -0.266 6.412
H -3.118 -0.918 7.096
H -5.052 -0.291 5.676
H -4.727 1.093 3.676
H -1.735 2.847 2.820
H -3.453 2.554 2.488
H -4.126 2.989 0.154
H -3.238 2.699 -1.358
H -2.578 3.815 -0.151
H -4.649 0.424 0.867
H -3.590 -0.930 1.322
H -3.853 -0.543 -0.392
O 2.508 1.065 -3.015
C 3.120 2.353 -3.061
C 2.841 3.181 -1.795
C 3.833 4.365 -1.827
O 3.614 5.135 -0.662
C 3.172 2.411 -0.506
Se 2.028 0.974 0.163
C 1.440 3.836 -1.747
Se -0.144 2.893 -2.411
H 2.785 0.571 -3.797
H 2.759 2.910 -3.933
H 4.200 2.219 -3.163
H 3.655 4.960 -2.730
H 4.861 3.986 -1.867
H 4.211 5.890 -0.653
H 3.201 3.124 0.318
H 4.166 1.969 -0.589
H 1.462 4.750 -2.340
H 1.210 4.121 -0.721
```